Computed, not measured: a structure of composition C30H32N9NaS at a distorted geometry, with ωB97M-V/def2-TZVPD.

Calculated values
**Maximum force**: 3.52 eV Å⁻¹
**Total charge**: 0
**Energy above the lowest of the compared OMol25 structures with the same formula, charge and spin**: 76.3 kJ/mol

Geometry as XYZ:
```
73
C30H32N9NaS ωB97M-V/def2-TZVPD
Na 0.304 0.041 -0.931
N -3.435 1.717 -3.396
C -2.579 1.402 -2.379
S -2.720 -0.156 -1.695
N -1.785 2.332 -1.956
N -0.679 2.106 -1.276
C -0.337 2.903 -0.318
C -1.192 4.000 0.176
C -0.663 5.283 0.302
C -1.465 6.344 0.677
C -2.808 6.135 0.952
C -3.345 4.864 0.825
C -2.548 3.806 0.431
C 1.005 2.737 0.231
C 1.267 2.939 1.592
C 2.559 2.780 2.049
C 3.563 2.462 1.144
C 3.204 2.286 -0.183
N 1.969 2.401 -0.629
H -4.298 1.205 -3.444
H -3.464 2.683 -3.677
H 0.380 5.445 0.068
H -1.046 7.338 0.746
H -3.434 6.962 1.256
H -4.395 4.703 1.028
H -2.980 2.824 0.322
H 0.466 3.195 2.272
H 2.792 2.900 3.098
H 4.590 2.364 1.459
H 3.949 2.052 -0.933
C -3.140 -0.039 3.783
C -3.119 0.427 2.477
C -1.978 0.305 1.716
C -0.830 -0.292 2.252
C -0.859 -0.753 3.579
C -2.006 -0.627 4.329
N 0.232 -0.446 1.403
N 1.311 -0.901 1.924
C 2.366 -1.124 1.090
C 3.427 -1.872 1.631
C 4.527 -2.127 0.843
C 4.558 -1.615 -0.448
C 3.470 -0.878 -0.887
N 2.396 -0.643 -0.159
H -4.042 0.040 4.370
H -4.005 0.874 2.050
H -1.939 0.645 0.692
H 0.023 -1.224 3.983
H -2.029 -0.992 5.345
H 3.346 -2.234 2.643
H 5.352 -2.711 1.225
H 5.408 -1.780 -1.091
H 3.454 -0.450 -1.879
C -0.726 -2.917 -2.790
C -1.020 -4.421 -2.991
N -0.147 -5.214 -2.133
C 1.242 -4.895 -2.433
C 1.509 -3.400 -2.141
N 0.271 -2.739 -1.732
C -0.220 -3.369 -0.508
C -0.427 -4.883 -0.742
H -1.629 -2.378 -2.502
H -0.331 -2.461 -3.700
H -0.847 -4.730 -4.024
H -2.053 -4.658 -2.729
H 1.423 -5.136 -3.483
H 1.880 -5.536 -1.818
H 1.890 -2.883 -3.024
H 2.240 -3.283 -1.338
H -1.153 -2.877 -0.227
H 0.515 -3.194 0.280
H -1.454 -5.186 -0.531
H 0.242 -5.477 -0.116
```